[1]
118
Properties=species:S:1:pos:R:3 method="wB97M-V/def2-TZVPD" smiles=COC[C@H](C)N.COC[C@H](C)N.COC[C@H](C)N.COC[C@H](C)N.COC[C@H](C)N.COC[C@H](C)N.BrCCBr.BrCCBr total_charge=0 de_lowest_kcal_mol=0.00 lumo_energy_ev=0.43
Br 3.013 -0.086 4.007
C 4.390 0.347 5.326
C 4.728 -0.887 6.165
Br 5.977 -0.361 7.616
H 4.069 1.226 5.874
H 5.331 0.618 4.848
H 5.310 -1.573 5.563
H 3.857 -1.322 6.641
Br -3.327 -1.472 1.572
C -2.762 -3.355 1.839
C -1.571 -3.263 2.775
Br -1.158 -4.980 3.644
H -2.467 -3.705 0.854
H -3.587 -3.924 2.249
H -1.856 -2.563 3.560
H -0.662 -2.822 2.368
C -3.835 -2.088 -1.903
C -5.131 -2.821 -2.234
C -5.928 -3.180 -0.980
O -5.175 -3.910 -0.042
C -5.458 -5.306 -0.115
N -5.871 -1.884 -3.120
H -3.030 -2.629 -1.400
H -4.046 -1.258 -1.224
H -3.376 -1.642 -2.786
H -4.907 -3.694 -2.852
H -6.864 -3.682 -1.254
H -6.229 -2.253 -0.479
H -6.494 -5.415 0.221
H -4.833 -5.998 0.445
H -5.406 -5.628 -1.161
H -6.570 -2.498 -3.544
H -6.454 -1.297 -2.520
C -2.698 5.959 -1.438
C -2.101 5.128 -0.302
C -1.243 5.942 0.681
O -0.203 6.606 -0.013
C 1.114 6.370 0.454
N -3.234 4.524 0.405
H -2.956 5.315 -2.283
H -1.979 6.672 -1.852
H -3.572 6.561 -1.187
H -1.415 4.408 -0.770
H -0.832 5.368 1.517
H -1.905 6.691 1.125
H 1.170 5.345 0.826
H 1.371 7.053 1.266
H 1.821 6.464 -0.367
H -3.793 4.006 -0.259
H -2.822 3.933 1.122
C -3.200 2.514 -5.262
C -3.975 1.683 -6.300
C -3.798 0.158 -6.244
O -2.779 -0.176 -7.170
C -2.582 -1.563 -7.264
N -5.431 1.985 -6.085
H -2.137 2.648 -5.461
H -3.403 2.136 -4.258
H -3.600 3.529 -5.290
H -3.667 2.041 -7.282
H -4.733 -0.344 -6.515
H -3.510 -0.183 -5.240
H -1.869 -1.903 -6.504
H -2.195 -1.898 -8.227
H -3.486 -2.165 -7.118
H -6.016 1.744 -6.880
H -5.691 1.277 -5.401
C 1.302 -1.953 -1.126
C 1.381 -0.876 -0.033
C 0.105 -0.042 0.001
O -0.118 0.569 -1.262
C -1.488 0.682 -1.586
N 1.567 -1.539 1.244
H 1.437 -1.506 -2.111
H 0.343 -2.479 -1.103
H 2.096 -2.696 -1.027
H 2.195 -0.233 -0.397
H 0.256 0.780 0.710
H -0.659 -0.768 0.265
H -2.107 -0.063 -1.081
H -1.729 0.490 -2.635
H -1.885 1.677 -1.365
H 1.840 -0.864 1.948
H 2.310 -2.233 1.219
C 2.217 -4.820 2.306
C 3.128 -3.837 3.026
C 4.007 -4.503 4.083
O 4.628 -3.462 4.822
C 5.472 -3.921 5.879
N 3.918 -3.183 1.996
H 2.768 -5.517 1.664
H 1.558 -4.271 1.631
H 1.568 -5.460 2.904
H 2.547 -3.044 3.507
H 4.762 -5.052 3.500
H 3.538 -5.214 4.770
H 5.320 -4.971 6.099
H 5.240 -3.240 6.711
H 6.506 -3.561 5.818
H 4.685 -2.571 2.260
H 4.445 -3.903 1.500
C 5.540 4.095 -0.815
C 5.814 3.709 0.622
C 4.714 2.872 1.258
O 3.666 3.782 1.573
C 2.518 3.092 1.996
N 7.061 2.961 0.683
H 6.301 4.718 -1.288
H 4.567 4.598 -0.836
H 5.384 3.307 -1.561
H 5.854 4.652 1.185
H 5.015 2.257 2.111
H 4.384 2.131 0.517
H 2.664 2.472 2.884
H 2.220 2.330 1.258
H 1.571 3.623 2.081
H 7.469 2.956 1.617
H 7.772 3.506 0.198



[2]
124
Properties=species:S:1:pos:R:3 method="wB97M-V/def2-TZVPD" total_charge=0 multiplicity=5 lumo_energy_ev="0.35 / 0.32"
V 2.925 -2.727 2.922
C 0.080 -0.991 1.612
O -0.695 -2.037 1.012
O 1.070 -1.575 2.395
C 0.502 0.053 0.454
F 1.125 1.169 0.904
F 1.391 -0.491 -0.315
F -0.444 0.451 -0.403
C -2.031 -1.921 0.578
C -2.692 -3.346 0.302
H -1.999 -3.986 -0.244
H -2.902 -3.994 1.154
H -3.654 -3.276 -0.206
H -2.024 -1.379 -0.368
H -2.662 -1.447 1.330
H -0.628 -0.455 2.245
C -1.490 3.087 1.122
C -2.498 4.263 1.287
C -2.579 4.918 -0.083
O -3.592 5.797 -0.359
C -3.860 6.882 0.579
N -3.759 3.557 1.617
H -0.497 3.534 1.179
H -1.447 2.780 0.078
H -1.579 2.316 1.887
H -2.243 4.980 2.067
H -2.769 4.195 -0.877
H -1.616 5.403 -0.242
H -4.620 7.547 0.168
H -2.960 7.485 0.701
H -4.189 6.454 1.526
H -3.648 2.938 0.826
H -4.494 4.168 1.292
C 3.851 -2.473 -2.100
C 4.615 -1.192 -2.502
C 3.890 -0.649 -3.748
O 4.387 0.664 -3.974
C 3.813 1.499 -4.955
N 4.703 -0.330 -1.390
H 3.898 -3.184 -2.925
H 2.772 -2.370 -1.989
H 4.235 -3.080 -1.280
H 5.570 -1.656 -2.747
H 2.832 -0.554 -3.508
H 4.014 -1.456 -4.471
H 4.146 2.534 -5.038
H 2.755 1.542 -4.695
H 3.956 1.020 -5.924
H 3.736 -0.047 -1.314
H 5.060 0.528 -1.786
C -0.352 -1.904 -3.102
C -1.459 -2.765 -3.817
C -1.818 -2.421 -5.256
O -2.756 -3.380 -5.730
C -3.189 -3.016 -7.058
N -0.992 -4.141 -3.651
H -0.144 -2.526 -2.231
H -0.598 -0.850 -2.974
H 0.559 -2.058 -3.681
H -2.388 -2.751 -3.247
H -0.927 -2.494 -5.879
H -2.155 -1.384 -5.251
H -2.341 -3.092 -7.738
H -3.569 -1.995 -7.100
H -4.040 -3.663 -7.274
H -1.888 -4.589 -3.524
H -0.603 -3.932 -2.742
C 5.616 -1.365 5.483
C 4.067 -1.165 5.283
C 3.425 0.179 5.930
O 2.380 0.825 5.199
C 0.972 0.428 5.470
N 3.917 -0.994 3.851
H 5.871 -1.449 6.539
H 6.225 -0.556 5.081
H 5.914 -2.269 4.952
H 3.523 -2.090 5.476
H 4.236 0.903 5.849
H 3.292 -0.037 6.990
H 0.421 0.527 4.535
H 0.708 1.041 6.332
H 0.857 -0.601 5.810
H 3.216 -0.279 3.986
H 4.743 -0.472 3.594
C -5.109 -0.012 -0.942
C -4.549 1.058 -1.895
C -4.938 0.833 -3.436
O -4.131 1.713 -4.113
C -4.332 1.667 -5.547
N -5.019 2.329 -1.466
H -4.918 0.046 0.130
H -4.863 -0.983 -1.370
H -6.191 -0.114 -1.015
H -3.462 1.024 -1.973
H -5.930 1.215 -3.677
H -4.739 -0.229 -3.585
H -3.709 2.336 -6.141
H -5.331 2.062 -5.735
H -4.230 0.637 -5.888
H -4.607 3.098 -1.975
H -5.937 2.437 -1.874
C 5.377 2.150 2.360
C 4.625 2.259 0.966
O 5.538 2.054 -0.149
O 5.733 0.892 2.761
H 4.633 2.478 3.086
H 6.207 2.856 2.328
H 4.091 3.190 0.773
H 3.971 1.397 1.101
H 6.016 1.232 -0.020
H 6.598 0.715 2.383
C -2.302 -2.736 4.513
C -2.305 -1.531 5.463
O -2.024 -2.207 6.754
O -1.062 -3.364 4.341
H -2.790 -2.441 3.584
H -2.877 -3.535 4.982
H -3.202 -0.911 5.475
H -1.504 -0.820 5.265
H -2.875 -2.592 6.976
H -0.542 -2.782 3.782
O 3.906 -2.038 0.979
H 4.057 -1.358 0.322
H 4.246 -2.838 0.578